No. 1
{
  "formula": "C42H46N6O2P2V",
  "method": "the ωB97M-V functional and the def2-TZVPD basis",
  "multiplicity": 4,
  "e_tot_ha": -3733.3746,
  "relative_energy_kj_mol": 118.0,
  "homo_energy_ev": [-4.72, -4.80],
  "elements": ["V", "C", "C", "C", "C", "C", "C", "C", "C", "C", "H", "H", "H", "H", "H", "H", "H", "H", "H", "H", "H", "H", "H", "H", "H", "P", "P", "N", "N", "N", "N", "C", "C", "C", "C", "C", "C", "C", "C", "C", "C", "C", "C", "C", "C", "C", "C", "C", "C", "H", "H", "H", "H", "H", "H", "H", "H", "H", "H", "H", "H", "H", "H", "H", "H", "H", "H", "H", "H", "O", "C", "N", "C", "C", "O", "N", "C", "C", "C", "C", "C", "C", "C", "C", "C", "C", "C", "C", "H", "H", "H", "H", "H", "H", "H", "H", "H", "H", "H"],
  "coordinates": [[0.6592, -1.9489, -1.2724], [-1.6138, 2.1197, 1.0942], [-1.2460, 1.0408, 0.3720], [-0.0377, 0.7291, -0.4443], [1.3749, 0.9511, 0.1423], [1.6084, 2.1703, 1.1377], [1.2192, 3.4847, 0.7146], [-0.0372, 3.8148, 0.0435], [-1.2610, 3.5856, 0.9427], [1.0707, -3.3479, 0.5978], [-2.5311, 2.0157, 1.7106], [-2.0514, 0.3071, 0.2239], [-0.1195, 1.2604, -1.4094], [-0.2319, -0.4128, -0.6475], [1.6579, 0.0145, 0.6545], [2.0937, 1.0950, -0.7015], [2.6659, 2.1260, 1.4452], [1.7945, 4.3362, 1.0764], [-0.1936, 3.3127, -0.9138], [-0.0048, 4.8731, -0.2228], [-1.0952, 4.0112, 1.9648], [-2.1769, 4.1113, 0.5625], [1.9507, -3.6201, 1.2345], [1.0114, -4.2135, -0.1275], [0.2264, -3.4910, 1.3180], [1.9641, -1.0889, -2.8139], [-1.8922, -0.2684, -2.6761], [3.3141, 0.0069, -3.3025], [2.3242, -2.3295, -3.9713], [-1.9364, 1.3786, -3.3891], [-3.4693, -0.6220, -3.7072], [0.6350, -0.1899, -3.7096], [-0.6845, -0.9568, -3.8233], [4.5470, 0.1062, -2.6657], [5.4049, 0.8722, -3.4521], [4.6997, 1.2216, -4.6466], [3.4325, 0.6718, -4.5265], [2.7568, -3.6080, -3.6258], [3.2607, -4.1819, -4.7793], [3.1554, -3.2203, -5.8368], [2.5480, -2.0959, -5.3205], [-2.0887, 2.5612, -2.6526], [-2.1793, 3.6402, -3.5272], [-2.0586, 3.1265, -4.8557], [-1.8735, 1.7486, -4.7397], [-4.3082, 0.0856, -4.5720], [-5.2929, -0.7611, -5.0909], [-5.0653, -2.0497, -4.5123], [-3.9498, -1.9332, -3.6874], [1.0550, 0.0234, -4.6886], [0.5289, 0.7682, -3.1727], [-1.0363, -0.9456, -4.8679], [-0.5968, -2.0065, -3.4668], [4.7081, -0.3482, -1.7016], [6.4152, 1.1658, -3.2130], [5.0402, 1.8112, -5.4886], [2.6302, 0.7349, -5.2368], [2.6050, -3.9741, -2.6190], [3.6448, -5.1773, -4.8541], [3.4644, -3.3181, -6.8559], [2.2321, -1.1798, -5.7975], [-2.1920, 2.5028, -1.5715], [-2.3109, 4.6856, -3.2488], [-2.1229, 3.7139, -5.7734], [-1.7540, 1.0111, -5.5183], [-4.2068, 1.1396, -4.7859], [-6.0578, -0.4777, -5.8001], [-5.6447, -2.9485, -4.6677], [-3.4732, -2.6650, -3.0579], [0.9012, 2.0031, 2.5465], [0.4488, 0.8745, 3.0243], [-0.1585, 0.9110, 4.2307], [-0.3654, -0.4308, 4.6766], [-0.2910, -1.1379, 3.3246], [-0.8473, -2.2186, 3.0687], [0.4292, -0.3280, 2.4780], [0.8168, -0.7676, 5.5876], [1.7493, -1.7638, 5.3076], [2.6692, -2.1570, 6.2956], [2.6794, -1.5301, 7.5429], [1.8352, -0.4291, 7.7701], [0.9332, -0.0390, 6.7800], [-1.6733, -0.5081, 5.4468], [-1.8033, -1.3269, 6.5800], [-2.8560, -1.1174, 7.4782], [-3.8355, -0.1575, 7.1812], [-3.7644, 0.5771, 5.9882], [-2.6776, 0.3985, 5.1223], [-0.0429, 1.7277, 4.8241], [1.7511, -2.2553, 4.3308], [3.3721, -2.9697, 6.0715], [3.3418, -1.8865, 8.3362], [1.8565, 0.1206, 8.7155], [0.2801, 0.8165, 6.9718], [-1.0174, -2.0510, 6.8099], [-2.8853, -1.6752, 8.4216], [-4.6534, 0.0162, 7.8848], [-4.5230, 1.3293, 5.7474], [-2.5749, 1.0200, 4.2306]],
  "forces_ev_per_angstrom": [[-1.4, -2.2, 5.0], [-1.1, 0.4, -0.8], [-1.4, 0.2, 0.6], [0.6, 0.3, -0.2], [0.3, -0.1, 0.5], [0.6, 1.6, -2.6], [2.1, -0.7, -0.5], [-0.7, 0.5, 0.3], [0.2, -0.1, 0.8], [-0.1, -0.7, -1.0], [0.4, -0.3, -0.6], [0.5, -0.2, 0.9], [0.1, -0.4, 0.2], [0.2, 1.2, 0.2], [-0.1, 0.4, -0.1], [-0.5, 0.2, 0.6], [-0.5, -0.1, 0.0], [0.0, -0.3, 0.1], [-0.2, -0.2, -0.2], [-0.1, 0.1, 0.0], [0.1, -0.1, -0.8], [0.4, -0.6, 0.1], [-0.2, 0.9, -0.9], [0.0, 0.2, 0.3], [0.2, 0.7, -0.8], [3.9, 2.2, -4.8], [-4.1, 2.6, -3.3], [-0.6, -0.4, 0.7], [-0.7, 0.4, 0.7], [0.7, 0.6, 0.5], [0.5, -1.5, 0.8], [0.6, 0.2, 0.6], [0.3, -0.6, -0.3], [0.6, 0.8, -0.6], [-0.9, -0.7, 0.3], [-1.2, -0.8, 0.8], [0.8, 0.6, 0.0], [0.2, 0.0, -1.3], [-0.3, 0.6, 0.7], [-0.6, 0.5, 0.8], [0.4, -1.1, -0.1], [-0.4, 0.3, -0.6], [0.1, -0.9, 0.6], [0.3, -1.1, 0.5], [-0.1, 0.8, 0.0], [-0.5, -0.2, -0.3], [1.4, 0.1, 1.1], [0.9, 0.4, 0.4], [-0.7, 0.5, -0.5], [-0.4, 0.1, 0.1], [0.0, -0.2, -0.4], [0.0, -0.3, 0.5], [0.1, 0.0, -0.7], [0.0, 0.0, 0.0], [-0.1, -0.1, 0.1], [0.0, -0.1, 0.2], [0.0, 0.1, 0.1], [0.3, -0.1, -0.1], [0.1, -0.2, 0.0], [0.1, -0.2, -0.3], [0.3, -0.3, 0.1], [0.1, 0.1, -0.3], [0.0, -0.5, 0.0], [0.2, -0.4, 0.3], [-0.1, 0.0, 0.1], [0.2, -0.2, 0.2], [0.1, 0.0, 0.2], [0.1, 0.1, 0.0], [0.0, -0.2, 0.1], [-0.9, -2.8, 2.0], [0.3, 1.1, 0.0], [0.1, 1.7, -0.3], [0.0, 0.0, 1.1], [-0.8, -1.4, -0.8], [1.3, 1.7, 0.5], [-0.2, -0.9, -0.7], [0.2, -0.3, 0.2], [0.0, -0.1, 0.3], [0.0, 0.1, -0.1], [-0.1, 0.1, -0.1], [0.0, -0.1, -0.4], [0.2, -0.3, 0.4], [-0.1, -0.3, 0.3], [-0.1, 0.4, 0.1], [-0.1, 0.1, -0.4], [0.1, 0.0, -0.2], [0.2, -0.2, 0.1], [-0.5, 0.1, 0.5], [0.0, -0.5, -0.1], [-0.1, 0.0, 0.4], [-0.3, 0.4, 0.2], [-0.2, 0.2, -0.3], [0.1, -0.3, -0.3], [0.1, -0.4, 0.0], [-0.3, 0.3, 0.0], [-0.1, 0.2, -0.5], [0.3, 0.0, -0.2], [0.2, -0.4, 0.1], [-0.1, -0.2, 0.3]]
}



No. 2
{
  "formula": "C42H46N6O2S2SiTl",
  "method": "the ωB97M-V functional and the def2-TZVPD basis",
  "multiplicity": 1,
  "e_tot_ha": -3365.2913,
  "total_charge": 1,
  "relative_energy_kj_mol": 6.1,
  "homo_energy_ev": -9.56,
  "elements": ["Tl", "S", "C", "N", "C", "C", "N", "C", "C", "C", "C", "C", "C", "C", "C", "S", "C", "C", "C", "C", "C", "C", "C", "H", "H", "H", "H", "H", "H", "H", "H", "H", "H", "H", "H", "H", "H", "H", "H", "H", "H", "C", "Si", "C", "C", "N", "C", "C", "C", "C", "C", "C", "O", "C", "C", "C", "C", "C", "C", "H", "H", "H", "H", "H", "H", "H", "H", "H", "H", "H", "H", "H", "H", "H", "H", "H", "H", "N", "C", "O", "C", "C", "H", "H", "H", "H", "H", "H", "N", "C", "C", "C", "C", "C", "N", "C", "H", "H", "H", "H"],
  "coordinates": [[-1.3916, 0.4873, 0.3289], [-1.6927, -2.4959, 0.0796], [-0.2651, -3.1664, 0.5858], [0.1009, -4.4033, 0.2476], [1.3125, -5.0292, 0.7786], [2.3820, -3.9990, 0.9012], [1.8827, -2.9033, 1.7416], [2.8915, -2.3149, 2.6375], [4.0549, -1.7133, 1.8797], [5.3597, -1.9566, 2.2871], [6.4254, -1.3547, 1.6258], [6.1913, -0.5138, 0.5490], [4.8862, -0.2842, 0.1277], [3.8238, -0.8860, 0.7857], [0.6695, -2.3930, 1.5423], [0.1253, -1.0195, 2.3287], [-0.6391, -5.2240, -0.7121], [0.0421, -5.2400, -2.0652], [0.0212, -6.4000, -2.8305], [0.6342, -6.4353, -4.0761], [1.2862, -5.3111, -4.5628], [1.3082, -4.1479, -3.8034], [0.6863, -4.1101, -2.5625], [1.6237, -5.8146, 0.0935], [1.0987, -5.4782, 1.7513], [2.6652, -3.6137, -0.0805], [3.2693, -4.4186, 1.3686], [3.2522, -3.1085, 3.2926], [2.3965, -1.5711, 3.2500], [5.5492, -2.6063, 3.1359], [7.4394, -1.5405, 1.9575], [7.0204, -0.0356, 0.0431], [4.6981, 0.3884, -0.7035], [2.8111, -0.7143, 0.4454], [-1.6502, -4.8402, -0.7890], [-0.6939, -6.2367, -0.3106], [-0.4824, -7.2840, -2.4517], [0.6100, -7.3455, -4.6624], [1.7809, -5.3431, -5.5261], [1.8161, -3.2666, -4.1763], [0.7002, -3.1906, -1.9845], [-5.9768, 0.9035, 1.5375], [-4.2276, 0.9527, 2.1828], [-3.7083, -0.8174, 2.4312], [-4.1443, 1.8051, 3.8472], [-3.1123, 1.6941, 1.0554], [-3.2053, 3.0460, 0.6889], [-4.2758, 3.8560, 1.1306], [-4.4019, 5.1960, 0.8055], [-3.4418, 5.8237, 0.0276], [-2.3670, 5.0741, -0.4138], [-2.2697, 3.7272, -0.1084], [-1.1493, 3.0012, -0.5141], [-0.5559, 3.2723, -1.7313], [0.8269, 3.2582, -1.7831], [1.4696, 3.4440, -3.0018], [0.7320, 3.6478, -4.1611], [-0.6574, 3.6714, -4.0906], [-1.3070, 3.4842, -2.8789], [-6.6071, 0.3268, 2.2258], [-6.0060, 0.4077, 0.5613], [-6.4342, 1.8881, 1.4218], [-4.3169, -1.2662, 3.2252], [-2.6620, -0.9122, 2.7404], [-3.8634, -1.4173, 1.5291], [-5.0375, 1.5810, 4.4416], [-4.0741, 2.8931, 3.7590], [-3.2773, 1.4521, 4.4166], [-5.0371, 3.4062, 1.7513], [-5.2545, 5.7522, 1.1761], [-3.5222, 6.8722, -0.2291], [-1.5851, 5.5380, -1.0031], [1.3923, 3.1101, -0.8692], [2.5526, 3.4458, -3.0375], [1.2326, 3.8007, -5.1088], [-1.2449, 3.8463, -4.9832], [-2.3895, 3.5064, -2.8211], [1.8693, -0.1411, -2.8240], [0.8030, 0.0247, -2.0196], [0.9313, 0.1289, -0.8034], [-0.5462, 0.0254, -2.7172], [-1.7696, 0.2028, -1.8494], [2.7952, -0.1129, -2.4289], [1.7696, -0.1295, -3.8240], [-0.5943, -0.9313, -3.2465], [-0.4947, 0.8160, -3.4718], [-2.4285, -0.6588, -1.8631], [-2.3254, 1.1131, -2.0591], [4.6177, 3.1614, 1.8858], [3.4867, 3.1263, 2.0926], [2.0636, 3.0577, 2.3266], [1.4093, 3.9455, 3.1754], [0.0448, 3.8142, 3.3414], [-0.6238, 2.8145, 2.6517], [0.0079, 1.9663, 1.8341], [1.3238, 2.0811, 1.6787], [1.9662, 4.7192, 3.6875], [-0.5064, 4.4801, 3.9913], [-1.6965, 2.6810, 2.7415], [1.8038, 1.3782, 1.0129]],
  "forces_ev_per_angstrom": [[-0.3, 0.4, -0.2], [0.2, -0.1, -0.1], [-0.1, 0.0, 0.1], [0.2, -0.1, 0.0], [-0.2, 0.0, 0.0], [0.0, 0.2, 0.0], [0.1, 0.1, -0.2], [0.0, 0.0, -0.1], [-0.1, -0.1, 0.0], [0.0, 0.0, 0.0], [0.0, 0.0, 0.0], [0.0, 0.0, 0.0], [0.0, 0.0, 0.0], [0.1, 0.0, -0.1], [0.0, -0.1, 0.2], [0.1, -0.1, -0.2], [0.0, 0.0, 0.0], [0.1, 0.0, 0.0], [0.0, 0.0, 0.0], [0.0, 0.0, 0.0], [0.0, 0.0, 0.0], [0.0, 0.0, 0.0], [0.0, 0.0, 0.0], [0.0, 0.0, -0.1], [0.0, -0.1, 0.0], [0.0, 0.0, 0.0], [0.0, 0.0, 0.1], [0.0, -0.1, 0.0], [-0.1, 0.1, 0.1], [0.0, 0.0, 0.0], [0.0, 0.0, 0.0], [0.0, 0.0, 0.0], [0.0, 0.0, 0.1], [-0.1, 0.1, 0.0], [-0.1, 0.1, 0.0], [0.0, 0.0, 0.0], [0.0, 0.0, 0.0], [0.0, 0.0, 0.0], [0.0, 0.0, 0.0], [0.0, 0.0, 0.0], [0.0, 0.0, 0.0], [-0.2, 0.0, 0.0], [0.0, 0.1, -0.1], [0.1, -0.2, 0.0], [-0.1, 0.1, 0.2], [0.2, 0.1, 0.0], [-0.3, -0.1, 0.2], [0.1, -0.1, 0.0], [0.0, -0.1, 0.1], [0.0, 0.0, 0.0], [0.1, 0.1, 0.0], [0.1, -0.1, 0.1], [0.2, 0.0, -0.1], [-0.1, 0.0, 0.0], [0.2, 0.0, 0.0], [0.0, 0.0, 0.0], [0.0, 0.0, 0.1], [0.0, 0.0, 0.0], [-0.1, 0.0, -0.1], [0.1, 0.1, -0.1], [0.0, 0.0, 0.1], [0.0, -0.1, 0.0], [0.0, 0.1, -0.1], [-0.1, -0.1, 0.0], [0.0, 0.0, 0.1], [0.1, 0.0, 0.0], [0.0, -0.1, 0.1], [-0.1, 0.0, 0.0], [0.0, 0.1, 0.0], [0.0, 0.0, 0.0], [0.0, -0.1, 0.0], [0.0, 0.0, 0.0], [-0.1, 0.0, -0.1], [0.0, 0.0, 0.0], [0.0, 0.0, 0.0], [0.0, 0.0, 0.0], [0.1, 0.0, 0.0], [0.0, 0.0, 0.1], [-0.1, 0.0, 0.0], [0.3, 0.0, 0.2], [0.0, -0.1, -0.1], [0.2, 0.0, 0.5], [0.0, 0.0, 0.0], [0.0, 0.0, 0.0], [0.0, 0.0, -0.1], [0.0, 0.0, -0.1], [-0.1, 0.0, -0.1], [0.0, -0.1, -0.1], [-0.2, 0.0, 0.0], [0.0, 0.0, 0.0], [0.2, 0.0, 0.0], [0.1, 0.1, 0.1], [0.0, 0.0, 0.0], [0.1, -0.1, -0.1], [-0.1, 0.1, 0.0], [-0.1, -0.1, 0.0], [0.0, 0.0, 0.0], [0.0, 0.0, 0.0], [0.1, 0.0, 0.0], [0.0, -0.1, -0.1]]
}